This record from OMol25 describes a structure of composition C63H89BaN3O3Si at a distorted geometry. The level of theory is ωB97M-V/def2-TZVPD.

Results
HOMO energy	-1.20	eV
relative energy (zero: lowest compared OMol25 entry of this formula, charge and spin)	0.00	kcal/mol
total charge	-2
Kohn-Sham gap	4.9	eV
lowest unoccupied orbital energy	3.7	eV

Cartesian coordinates (Å):
Ba 0.52186 0.20439 0.75574
Si 3.52968 0.03860 2.89964
O -0.12749 0.79484 3.03305
O -1.65496 -0.98946 0.08154
O 2.10782 -0.74439 -0.70889
N -0.47818 1.12401 -2.08070
N 1.91233 2.31345 -1.01697
N -0.71142 2.78372 0.45686
C 0.20557 3.82438 0.00604
C 7.14837 -2.18054 3.02089
C 3.35065 4.21283 3.13440
C 4.56025 0.82871 -2.84269
C -4.83580 -3.88066 0.40545
C -2.03351 2.07019 2.52126
C -2.50309 -1.51213 5.94419
C 7.45179 -2.30200 1.67192
C -0.72162 -1.87246 4.27305
C 3.61942 0.64953 -1.84365
C 1.51685 -3.26020 -2.27069
C -1.38581 1.00136 3.20597
C -4.77702 -1.74481 -1.61457
C 3.28142 1.79664 -0.92805
C -5.68831 1.74567 3.57764
C 5.26764 3.72615 1.78429
C -3.30213 -0.66007 -3.10332
C -1.18853 3.08912 1.81079
C -2.54427 -1.16171 -0.82046
C 3.51983 -1.72826 -2.38689
C 5.15821 -0.88644 2.50374
C 4.45534 -1.48112 -3.37478
C 3.98748 1.89097 2.75513
C 4.41638 4.65862 2.35647
C 3.38954 -3.49954 -0.61467
C -5.18786 -1.85148 -5.19986
C 5.05698 2.36749 1.98827
C 6.60837 -1.72084 0.73352
C -3.39627 2.27026 2.66337
C -1.49707 -0.78813 5.03703
C -1.82297 2.46294 -0.43186
C 1.67114 3.39145 -0.08341
C -4.21499 -2.49847 0.69660
C 7.26157 -0.90707 -4.45597
C -0.93385 -0.21193 -2.50916
C 6.01869 -0.05412 -4.75927
C 0.62232 1.51212 -2.94175
C -5.88866 0.38899 -4.32204
C -3.81492 -1.80769 -0.61432
C -5.64446 -1.08210 -3.94942
C -3.54488 0.45311 4.17917
C -6.98149 -1.68021 -3.49999
C 3.03603 -3.14555 -2.06864
C 3.70195 -4.19221 -2.97341
C -5.24439 -1.62526 1.43508
C 5.40854 -0.49903 -6.09911
C -0.51529 -0.01653 5.93800
C 3.13841 2.85740 3.32056
C 5.47458 -1.03916 1.14718
C -3.05072 -2.73952 1.66446
C 4.98786 -0.21912 -3.64641
C -6.33289 1.88499 2.18986
C -5.88812 3.06113 4.35176
C -4.19366 1.45481 3.45610
C 3.01785 -0.62546 -1.60445
C -6.43741 0.63563 4.32299
C 1.51233 2.61054 -2.37833
C 6.48151 1.39803 -4.91355
C -2.31334 -0.66559 -2.13891
C -4.57690 -1.16304 -2.86215
C 6.02265 -1.47400 3.42767
C -1.47847 2.15787 -1.89328
C -2.18234 0.21571 4.10900
H -4.96665 0.85988 -4.66343
H -5.58041 -2.11825 2.35342
H 5.80568 -1.37181 4.48586
H -5.46276 2.97615 5.35336
H -6.24448 0.93741 -3.44836
H -0.15869 -2.48355 4.98436
H -6.87357 -2.74095 -3.26724
H 4.81426 -2.30744 -3.97642
H -7.50719 0.85839 4.34299
H 1.24278 0.62992 -3.10514
H 4.57782 5.71881 2.19467
H 7.80029 -2.63638 3.75978
H -7.72230 -1.57902 -4.29728
H 3.44018 -4.02851 -4.02197
H -5.00190 -2.89688 -4.94881
H -2.63331 -1.79506 1.99975
H 8.00424 -0.80996 -5.25394
H 5.64066 2.05336 -5.14766
H -2.42700 1.89228 -2.37857
H 2.02109 3.06891 0.90289
H -6.11990 -1.42415 0.81267
H 4.78871 -4.17587 -2.86652
H -0.29403 3.26232 2.42039
H 5.73263 1.64879 1.53649
H 8.33227 -2.85015 1.35560
H -4.77508 -0.67761 1.70879
H -6.09453 0.54751 5.35493
H 2.67642 4.93505 3.58455
H 6.12498 -0.37340 -6.91704
H -0.12186 4.22598 -0.95576
H -6.29321 -0.32289 3.82100
H 0.24341 0.45032 5.31125
H 6.82191 -1.81562 -0.32639
H 2.98185 -4.47869 -0.34680
H -6.63459 0.47643 -5.11838
H 0.99292 -2.65951 -1.53277
H 1.19446 -4.30082 -2.17553
H 4.97437 1.82248 -2.97258
H 7.00024 -1.96095 -4.35601
H 2.26518 4.29613 -0.33338
H 4.52067 0.09741 -6.31559
H 3.52988 -0.01511 4.41306
H 3.43323 1.50079 0.11450
H -0.01863 -1.41332 3.58236
H -5.38790 3.88708 3.84420
H -5.95311 -1.80897 -5.98117
H -1.04056 0.75316 6.50914
H 4.00611 2.61136 -1.12337
H -1.40628 -2.52290 3.72819
H -1.13984 3.07592 -2.38545
H 5.10968 -1.54699 -6.06290
H -4.14091 -0.16862 4.83236
H 6.95439 1.74973 -3.99522
H 7.70983 -0.58056 -3.51621
H -0.19236 -0.90989 -2.10978
H 4.79926 -0.63157 0.40237
H 0.25884 1.84389 -3.93838
H -5.75939 -3.81716 -0.17106
H -0.86203 -0.30327 -3.60872
H 1.24007 -2.90992 -3.26893
H 2.98148 -2.75409 0.06519
H -6.95341 3.29929 4.43919
H 7.20960 1.47743 -5.72435
H 3.35663 -5.18993 -2.69289
H 0.17784 4.67846 0.69640
H -2.32441 1.58384 -0.01929
H -6.17989 0.97495 1.60902
H -7.36107 -1.16483 -2.61596
H 4.47282 -3.53317 -0.48804
H 2.28338 2.52204 3.90112
H -1.76165 4.03873 1.77799
H -3.84038 3.11243 2.13831
H -0.02363 -0.69250 6.64343
H -3.06007 -0.25091 -4.08112
H -4.12484 -4.49413 -0.15169
H -3.22867 -2.07526 5.35233
H -5.90200 2.71876 1.63531
H -5.75134 -2.16618 -1.40397
H -3.03949 -0.81595 6.59359
H -2.25627 -3.31377 1.18583
H -7.40822 2.06381 2.28300
H -4.26427 -1.43455 -5.60212
H 2.38553 2.71276 -3.03677
H -5.06949 -4.38679 1.34582
H -3.41734 -3.29815 2.53156
H 6.10204 4.05629 1.17324
H -1.96332 -2.21640 6.58086
H -2.58712 3.26810 -0.43704
H 0.99366 3.57064 -2.42816

Force components x, y, z for each atom (eV/Å):
Ba -0.333 0.058 -0.144
Si -0.561 -0.229 0.120
O 0.002 0.377 0.894
O 0.279 -0.118 0.125
O 0.699 -0.665 -0.674
N 0.063 -0.042 0.155
N -0.061 -0.198 -0.080
N 0.031 -0.236 -0.057
C 0.105 0.182 -0.079
C 0.054 -0.047 0.089
C -0.013 0.111 -0.003
C 0.088 -0.086 -0.092
C 0.048 0.155 -0.018
C -0.037 -0.129 0.145
C 0.100 0.090 -0.103
C 0.013 -0.007 -0.008
C -0.036 0.116 0.013
C -0.338 -0.210 0.262
C 0.077 0.076 -0.039
C -0.310 0.010 0.271
C -0.046 0.076 -0.138
C 0.140 0.197 0.118
C -0.154 0.053 0.117
C 0.052 -0.067 -0.027
C -0.056 -0.035 0.081
C -0.012 0.295 0.254
C -0.728 -0.031 -0.198
C -0.320 0.135 0.388
C -0.093 0.310 -0.171
C 0.067 0.058 -0.059
C 0.228 0.031 -0.045
C -0.016 0.104 0.015
C -0.037 0.105 -0.070
C -0.007 0.070 0.071
C -0.025 0.087 0.043
C 0.061 -0.021 -0.126
C -0.057 -0.021 -0.053
C -0.062 -0.132 0.238
C -0.300 -0.067 -0.161
C 0.049 0.235 0.034
C -0.148 -0.148 0.206
C -0.110 0.047 -0.017
C 0.047 -0.221 -0.198
C 0.091 0.007 -0.159
C 0.123 0.131 -0.223
C 0.026 -0.087 0.011
C 0.322 0.164 0.187
C -0.145 -0.039 -0.057
C -0.076 -0.040 -0.011
C 0.139 0.053 0.016
C 0.015 -0.242 -0.090
C -0.079 0.108 0.052
C 0.163 -0.047 -0.075
C 0.053 0.020 0.105
C 0.019 -0.032 -0.167
C 0.040 -0.083 -0.019
C 0.117 -0.058 0.101
C -0.070 0.092 -0.156
C 0.061 0.129 -0.023
C 0.072 -0.007 0.043
C -0.020 -0.113 -0.069
C -0.046 0.134 -0.124
C 0.802 0.138 -0.621
C 0.117 0.051 -0.081
C -0.131 -0.062 -0.069
C -0.094 -0.104 0.078
C 0.065 0.045 -0.051
C 0.012 -0.029 -0.095
C 0.044 -0.028 0.016
C -0.077 0.222 -0.036
C 0.126 0.120 -0.206
H 0.003 0.041 -0.003
H 0.019 -0.012 0.024
H 0.019 -0.010 0.013
H 0.001 0.014 0.023
H 0.003 0.047 0.002
H 0.022 -0.021 -0.008
H -0.045 -0.017 0.037
H -0.034 -0.056 0.043
H -0.017 0.013 -0.007
H -0.021 -0.023 0.027
H -0.023 0.001 0.019
H -0.007 0.008 0.016
H 0.004 0.002 -0.021
H 0.062 -0.035 -0.037
H 0.007 -0.022 -0.012
H 0.048 -0.067 0.042
H 0.020 -0.003 -0.011
H 0.007 0.046 0.020
H 0.035 -0.007 0.020
H -0.020 0.035 0.033
H -0.009 0.019 -0.014
H 0.021 -0.002 -0.053
H -0.036 -0.002 -0.024
H 0.054 0.037 -0.046
H 0.002 -0.002 -0.006
H -0.062 -0.023 0.005
H 0.003 -0.041 0.027
H -0.012 -0.019 0.009
H 0.017 -0.005 -0.009
H -0.032 -0.016 0.016
H -0.027 -0.025 0.059
H 0.046 0.059 0.088
H -0.006 0.003 -0.008
H -0.026 -0.032 -0.043
H -0.016 -0.014 -0.014
H -0.064 0.004 -0.011
H 0.015 -0.026 0.048
H -0.013 0.025 0.021
H 0.015 -0.021 0.008
H -0.004 -0.070 0.031
H -0.021 -0.012 -0.041
H 0.058 -0.089 0.118
H 0.026 -0.098 -0.015
H 0.043 -0.076 0.008
H -0.001 0.022 -0.005
H -0.004 0.004 -0.026
H -0.022 0.029 -0.015
H -0.068 -0.013 0.023
H 0.033 0.003 -0.032
H 0.018 -0.039 -0.037
H -0.025 -0.012 -0.024
H 0.016 -0.001 0.006
H 0.002 0.073 -0.014
H 0.041 -0.033 0.015
H -0.065 -0.081 0.011
H -0.013 -0.019 -0.086
H -0.011 -0.112 0.042
H -0.012 0.006 -0.045
H -0.008 0.199 0.050
H -0.037 0.005 0.000
H 0.049 -0.013 0.065
H -0.009 0.030 0.018
H 0.018 -0.035 -0.016
H -0.043 0.008 0.031
H -0.054 -0.050 -0.003
H 0.015 -0.008 0.061
H -0.039 0.058 -0.035
H -0.032 -0.032 0.025
H 0.038 0.025 0.056
H -0.035 0.013 0.019
H 0.055 -0.076 -0.008
H 0.001 0.014 -0.015
H 0.009 -0.048 -0.018
H 0.044 0.015 -0.007
H -0.025 -0.043 -0.008
H -0.035 -0.027 0.039
H 0.006 -0.004 -0.044
H -0.014 -0.055 0.051
H -0.030 -0.002 0.001
H 0.059 0.017 0.045
H -0.022 0.010 0.018
H 0.021 -0.007 -0.016
H 0.008 -0.029 0.016
H 0.012 -0.003 0.027
H -0.047 -0.034 0.021
H -0.001 0.005 0.001
H 0.016 -0.025 0.009
H 0.105 0.041 0.008
H 0.019 0.009 0.073